Record 1
C4H9NO2S | the ωB97M-V functional and the def2-TZVPD basis

Summary:
- SMILES string: CCC#N.COSO
- LUMO: 0.7083 eV
- Kohn-Sham gap: 9.140 eV

Geometry as ORCA input:
```
! wB97M-V def2-TZVPD RIJCOSX def2/J DEFGRID3
* xyz 0 1
S 2.91 -0.65 -0.31
O 2.24 0.91 -0.21
O 2.32 -1.47 0.96
N -0.32 -1.87 0.18
C -3.32 -0.41 -0.18
C -1.18 -1.24 -0.27
C -2.00 -0.29 -0.95
C 3.00 1.85 0.52
H -2.18 -0.64 -1.96
H 1.54 -1.91 0.83
H -3.27 0.29 0.57
H -4.18 -0.07 -0.64
H 2.35 2.68 0.41
H 3.89 1.95 0.05
H -1.60 0.67 -0.99
H 3.31 1.46 1.58
H -3.51 -1.26 0.40
*
```

Mulliken atomic charge list, values in e, 5 entries:
1. S 0.125
2. O -0.292
3. O -0.441
4. N -0.522
5. C -1.379

Record 2
C28H54FIrN4O2Si2 | the ωB97M-V functional and the def2-TZVPD basis

Summary:
- Expectation value of S²: 6.022
- LUMO (spin up / spin down): 0.1099 / -1.4951 eV
- Kohn-Sham gap (spin up / spin down): 6.596 / 5.590 eV

Geometry as ORCA input:
```
! wB97M-V def2-TZVPD RIJCOSX def2/J DEFGRID3
* xyz 0 5
Ir -0.58 0.19 -0.02
Si -1.00 -0.31 3.34
Si 0.04 0.04 -2.48
F 2.14 -0.81 0.21
O 0.19 -3.15 1.05
O -1.40 2.00 -0.09
N -3.78 -1.35 -0.32
N -3.11 -3.59 0.03
N 0.23 -0.07 2.05
N -1.59 -1.92 0.21
C -2.63 0.45 2.88
C 1.93 2.10 -2.00
C 1.06 -1.77 -4.53
C -2.18 -1.62 -3.25
C 1.57 0.00 2.33
C 4.37 0.16 2.82
C -1.68 4.38 -0.12
C -0.93 -3.07 0.63
C 1.51 1.68 -4.42
C 1.22 -1.41 -3.04
C 2.11 0.41 3.58
C 3.46 0.49 3.81
C -1.64 0.14 -4.92
C -0.17 2.85 -3.05
C -1.27 -2.14 3.65
C -2.73 0.75 -2.79
C -4.42 -4.19 0.05
C -2.19 3.05 0.42
C -0.62 0.35 5.06
C 3.90 -0.27 1.59
C 0.93 -2.68 -2.21
C -1.67 -0.18 -3.41
C -2.84 -2.27 -0.05
C 2.54 -0.34 1.38
C 0.86 1.71 -3.03
C -1.91 -4.24 0.51
C -3.65 2.84 0.07
C 2.72 -1.11 -2.86
H -1.96 -2.59 2.95
H -1.63 -2.33 -3.86
H -2.19 5.21 0.37
H -2.12 -1.96 -2.21
H -2.64 -0.03 -5.34
H -4.32 -5.24 -0.24
H 0.81 1.41 -5.21
H -2.58 1.79 -3.07
H 5.44 0.22 3.00
H -2.96 0.16 1.88
H -0.87 2.77 -3.89
H -0.74 2.89 -2.13
H 1.24 -0.91 -5.19
H 0.20 -0.17 5.56
H -0.12 -3.00 -2.29
H -0.33 -2.71 3.66
H -3.79 2.86 -1.02
H 3.07 -0.31 -3.52
H -0.61 4.47 0.06
H 1.43 0.71 4.36
H 2.36 1.00 -4.48
H -5.08 -3.72 -0.68
H -3.37 0.12 3.61
H -1.53 0.16 5.63
H -3.73 0.45 -3.15
H -2.58 1.54 2.92
H 2.97 -0.83 -1.84
H 1.55 -3.50 -2.58
H -3.44 -0.43 -0.54
H -0.94 -0.49 -5.47
H 1.48 2.24 -1.01
H 1.16 -2.52 -1.16
H -4.88 -4.14 1.04
H 1.89 2.69 -4.66
H -2.09 3.09 1.51
H 2.72 1.35 -1.90
H -2.06 -4.71 1.49
H 3.81 0.83 4.78
H -4.65 -1.63 -0.75
H 4.56 -0.56 0.78
H 1.80 -2.54 -4.79
H -1.86 4.46 -1.20
H -0.43 1.43 5.09
H -4.28 3.61 0.51
H 0.08 -2.18 -4.78
H -3.23 -1.67 -3.56
H -4.00 1.87 0.44
H -1.71 -2.23 4.65
H 3.29 -2.01 -3.11
H 0.35 3.81 -3.17
H 2.40 3.04 -2.30
H -1.38 1.18 -5.11
H -2.73 0.73 -1.70
H -1.52 -4.98 -0.19
*
```

Mulliken atomic charge list, values in e, 5 entries:
1. Ir 2.814
2. Si 0.175
3. Si -2.886
4. F 0.114
5. O -0.581

Record 3
C3H6N4 | the ωB97M-V functional and the def2-TZVPD basis

Summary:
- LUMO: 0.7763 eV
- Kohn-Sham gap: 9.107 eV

Geometry as ORCA input:
```
! wB97M-V def2-TZVPD RIJCOSX def2/J DEFGRID3
* xyz 0 1
N -0.39 -1.02 0.02
N 2.05 0.72 -0.03
N 2.59 -0.49 0.02
N -1.07 1.08 0.05
C -2.19 0.35 0.04
C -0.04 0.26 0.06
C -1.76 -0.96 0.03
H 2.48 -1.19 -0.71
H 2.29 1.17 -0.86
H 2.53 -0.91 1.00
H -2.39 -1.75 -0.18
H -0.94 2.02 0.35
H -3.15 0.70 0.20
*
```

Mulliken atomic charge list, values in e, 5 entries:
1. N -0.464
2. N -0.295
3. N -0.342
4. N -0.076
5. C -0.407

Record 4
C4H8S4 | the ωB97M-V functional and the def2-TZVPD basis

Summary:
- LUMO: 0.0444 eV
- Kohn-Sham gap: 8.691 eV

Geometry as ORCA input:
```
! wB97M-V def2-TZVPD RIJCOSX def2/J DEFGRID3
* xyz 0 1
S -0.70 1.05 0.22
S 3.13 -0.78 -1.35
S 0.26 -1.88 -0.73
S 2.63 -0.77 1.36
C 2.17 -1.74 -0.27
C -1.30 -0.40 1.17
C 3.96 -0.20 0.13
C -0.20 0.02 -1.33
H 0.82 0.33 -1.75
H 4.96 -0.61 0.37
H 2.58 -2.72 -0.12
H 3.92 0.91 0.06
H -1.85 -0.15 2.08
H -0.41 -0.89 1.39
H -1.92 -0.96 0.53
H -0.81 -0.25 -2.14
*
```

Mulliken atomic charge list, values in e, 5 entries:
1. S -0.052
2. S -0.172
3. S -0.150
4. S -0.115
5. C -0.293

Record 5
C36H41N8O5S2Yb | the ωB97M-V functional and the def2-TZVPD basis

Summary:
- Expectation value of S²: 0.751
- LUMO (spin up / spin down): -0.7248 / -0.7251 eV
- Kohn-Sham gap (spin up / spin down): 6.197 / 6.190 eV

Geometry as ORCA input:
```
! wB97M-V def2-TZVPD RIJCOSX def2/J DEFGRID3
* xyz 0 2
Yb -0.61 -0.19 0.47
S 1.72 -1.35 -0.40
S 0.82 4.26 0.99
O -3.22 0.61 -0.49
O -2.09 3.93 0.32
O -2.07 -0.62 1.87
O -3.43 0.91 2.76
O -1.22 1.95 0.79
N 2.51 0.31 1.61
N 4.77 -1.48 -0.27
N 3.02 5.03 -0.17
N 1.26 0.43 1.94
N -0.49 0.61 -1.69
N 4.18 -0.55 0.46
N 1.14 6.28 -0.67
N -1.57 -1.89 -0.83
C 1.66 3.01 4.56
C -3.10 0.13 1.89
C 3.10 6.53 -2.06
C 4.56 -4.76 -1.87
C 2.87 -0.50 0.61
C 0.45 2.87 5.22
C -3.24 2.02 -0.50
C -0.80 -3.24 2.85
C -3.87 -5.17 0.45
C -0.59 -3.54 1.36
C 3.13 -4.76 0.05
C -4.13 -3.33 -3.50
C 1.97 2.20 3.48
C 0.00 1.59 -2.47
C -1.89 -3.79 0.64
C 0.06 1.21 -3.81
C 1.88 7.23 -1.48
C -0.45 1.90 4.81
C -0.76 -0.45 -2.55
C -2.33 -3.01 -0.45
C 3.65 -5.42 -1.05
C 3.48 -3.45 0.33
C 1.71 5.26 -0.01
C -4.31 -4.38 -0.59
C -4.15 -2.52 -2.20
C -0.42 -0.08 -3.87
C 4.92 -3.46 -1.61
C -2.67 -4.87 1.06
C 1.04 1.25 3.04
C -1.31 -1.66 -2.09
C -2.10 2.62 0.29
C 3.89 5.90 -0.93
C 4.37 -2.78 -0.52
C -3.56 -3.31 -1.06
C -3.95 0.02 0.59
C -0.16 1.09 3.73
H -4.46 -6.00 0.79
H 4.31 6.68 -0.27
H -3.11 -3.59 -3.77
H 0.31 2.53 -2.03
H -4.69 -4.25 -3.38
H -5.20 -2.29 -1.96
H 4.99 -5.28 -2.72
H 2.78 5.75 -2.75
H 0.04 -4.43 1.27
H 2.18 8.09 -0.87
H 3.11 -2.97 1.22
H -4.92 0.51 0.70
H 3.36 -6.44 -1.26
H -1.19 -4.11 3.38
H -5.26 -4.60 -1.07
H 0.21 3.50 6.06
H -0.86 0.32 3.43
H -1.20 4.24 0.71
H -3.11 2.33 -1.54
H -1.48 -2.43 -2.85
H 2.44 -5.26 0.71
H 0.17 6.46 -0.48
H -0.53 -0.70 -4.74
H -3.63 -1.57 -2.35
H 2.36 3.76 4.89
H 0.41 1.81 -4.63
H -4.08 -1.03 0.31
H -2.32 -5.48 1.87
H 0.14 -2.96 3.31
H -1.51 -2.43 2.97
H -4.20 2.42 -0.13
H 5.62 -2.95 -2.25
H -1.39 1.76 5.33
H -4.56 -2.76 -4.32
H 4.72 5.30 -1.31
H 2.90 2.30 2.95
H 5.68 -1.20 -0.63
H 3.40 4.24 0.32
H 3.73 7.25 -2.60
H -0.05 -2.71 0.90
H 1.22 7.59 -2.27
*
```

Mulliken atomic charge list, values in e, 5 entries:
1. Yb 0.138
2. S -0.263
3. S -0.377
4. O -0.150
5. O -0.552

Record 6
C4H14NO3 | the ωB97M-V functional and the def2-TZVPD basis

Summary:
- LUMO: -9.5598 eV
- Kohn-Sham gap: 4.851 eV

Geometry as ORCA input:
```
! wB97M-V def2-TZVPD RIJCOSX def2/J DEFGRID3
* xyz 1 1
O 0.18 0.18 -1.31
O 2.09 -0.25 1.88
O -1.59 0.21 -3.22
N -0.40 -1.07 1.73
C 2.20 2.75 0.63
C -2.27 -0.44 0.35
C 0.27 -0.74 -0.46
C -0.95 -1.27 0.49
H -3.01 -0.91 1.05
H 1.71 3.32 1.42
H -0.76 -1.84 2.36
H 2.79 2.00 1.09
H -0.67 0.56 -3.17
H -1.87 0.37 -4.20
H 1.19 -1.35 -0.27
H -1.12 -2.33 0.16
H 1.23 -0.60 1.95
H 2.84 3.47 0.28
H 1.60 2.40 -0.34
H -1.95 0.48 0.83
H 2.65 -0.70 2.51
H -2.82 -0.26 -0.54
*
```

Mulliken atomic charge list, values in e, 5 entries:
1. O -0.337
2. O -0.539
3. O -0.609
4. N -0.378
5. C -0.931

Record 7
C4H6N2O | the ωB97M-V functional and the def2-TZVPD basis

Summary:
- SMILES string: NC1=CC(=O)NC1
- LUMO: 0.7210 eV
- Kohn-Sham gap: 9.499 eV

Geometry as ORCA input:
```
! wB97M-V def2-TZVPD RIJCOSX def2/J DEFGRID3
* xyz 0 1
O 2.56 0.45 0.61
N 1.19 -1.07 -0.49
N -1.95 0.66 -0.24
C 1.60 0.24 -0.10
C -0.12 -1.03 0.15
C -0.62 0.35 -0.23
C 0.47 1.13 -0.42
H 1.80 -1.75 -0.05
H -2.58 0.00 0.20
H -0.78 -1.87 -0.07
H -2.20 1.63 -0.10
H 0.10 -0.95 1.23
H 0.53 2.21 -0.49
*
```

Mulliken atomic charge list, values in e, 5 entries:
1. O -0.590
2. N -0.434
3. N -0.483
4. C 0.506
5. C -0.535

Record 8
C21H24F3NO4P2ReS | the ωB97M-V functional and the def2-TZVPD basis

Summary:
- Expectation value of S²: 3.779
- LUMO (spin up / spin down): -8.1568 / -9.9415 eV
- Kohn-Sham gap (spin up / spin down): 6.438 / 5.316 eV

Geometry as ORCA input:
```
! wB97M-V def2-TZVPD RIJCOSX def2/J DEFGRID3
* xyz 2 4
Re -0.17 -0.28 -0.70
S -0.42 -0.62 2.28
P -0.05 -2.41 -1.07
P -2.16 0.82 -0.92
F -1.48 1.24 3.87
F 0.70 1.09 3.98
F -0.55 -0.47 4.89
O 2.89 -0.29 -0.13
O -0.25 0.54 1.29
O -1.72 -1.25 2.15
O 0.75 -1.45 2.36
N 0.28 0.19 -2.50
C 0.80 3.52 -4.14
C -3.51 -0.12 -0.28
C -1.57 3.16 -3.90
C 0.19 -2.78 -2.88
C 1.32 -0.54 -3.24
C 1.01 2.25 -3.57
C -0.06 1.45 -3.14
C 2.37 1.70 -3.26
C -2.19 2.42 -0.17
C -1.38 1.92 -3.28
C 1.25 -3.30 -0.22
C 1.73 -0.34 -0.33
C 1.35 -1.94 -3.37
C 2.55 -2.49 -3.87
C -2.49 1.08 -2.68
C -0.44 0.39 3.85
C -1.68 -3.09 -0.59
C 2.43 0.25 -3.60
C 3.67 -1.71 -4.18
C -0.51 3.97 -4.30
C 3.63 -0.34 -4.02
H -2.63 0.10 -3.18
H 1.04 -4.37 -0.35
H -1.92 -2.71 0.42
H -3.69 -0.99 -0.93
H -1.53 -4.19 -0.62
H -1.49 3.11 -0.65
H 4.50 0.32 -4.21
H -0.75 -2.53 -3.38
H -4.32 0.62 -0.32
H -3.22 2.76 -0.34
H 1.23 -3.01 0.84
H 2.60 1.83 -2.22
H 2.59 -3.56 -3.96
H -3.26 -0.42 0.75
H -1.97 2.33 0.89
H -2.43 -2.72 -1.33
H -3.41 1.67 -2.63
H -0.69 4.98 -4.68
H 0.44 -3.84 -2.89
H 2.22 -3.02 -0.63
H 1.65 4.15 -4.43
H -2.58 3.51 -4.02
H 3.21 2.27 -3.68
H 4.61 -2.19 -4.51
*
```

Mulliken atomic charge list, values in e, 5 entries:
1. Re 0.809
2. S 1.068
3. P 0.419
4. P 0.841
5. F -0.185

Record 9
C65H72O3PS | the ωB97M-V functional and the def2-TZVPD basis

Summary:
- LUMO: 2.0310 eV
- Kohn-Sham gap: 7.024 eV

Geometry as ORCA input:
```
! wB97M-V def2-TZVPD RIJCOSX def2/J DEFGRID3
* xyz -1 1
S -1.54 -4.15 -1.25
P 0.99 -1.36 -3.11
O 1.29 -1.25 -1.37
O -4.43 -0.48 -1.75
O -0.43 -2.41 -3.17
C 2.41 2.15 -1.99
C -0.63 -0.85 8.38
C 2.59 3.89 -3.64
C -0.90 -2.60 10.01
C -1.27 -5.93 -5.29
C -1.66 -6.72 3.76
C 4.48 -4.43 -2.53
C -0.29 -1.80 10.97
C 1.43 0.60 3.09
C 2.88 5.47 1.33
C -5.48 0.11 3.50
C -0.90 -6.40 6.02
C -0.62 -4.74 -4.99
C -3.49 4.51 -6.12
C -3.66 2.77 -4.46
C -1.86 -1.19 -1.50
C -1.66 2.97 -5.79
C -1.22 -5.44 3.43
C 6.86 -4.84 -2.40
C -5.44 0.22 1.09
C -2.72 7.68 -1.90
C -0.34 7.29 -1.77
C -1.61 6.88 -2.17
C -0.46 -5.12 5.70
C 5.65 5.29 1.39
C -3.49 -1.60 -1.58
C 2.01 -0.38 2.29
C -4.21 3.86 -5.12
C 4.93 4.60 0.42
C -2.56 8.88 -1.23
C 1.09 0.31 4.41
C -4.11 0.60 1.13
C 3.14 2.79 -2.98
C 4.65 -3.23 -1.86
C 4.99 6.07 2.33
C -4.14 0.50 3.53
C -0.63 -4.64 4.40
C -3.46 0.74 2.35
C -1.00 -2.48 -1.83
C -2.39 2.32 -4.80
C 0.59 3.69 -2.31
C 3.54 4.69 0.40
C 0.08 -4.06 -5.98
C 0.33 -2.22 -0.89
C 0.12 -4.58 -7.28
C -0.19 8.50 -1.09
C 0.14 -0.52 10.64
C 1.33 -0.97 4.92
C -1.29 9.29 -0.82
C -1.23 -6.45 -6.58
C -1.51 -7.20 5.06
C -2.22 4.07 -6.45
C 2.25 -1.65 2.80
C 1.90 -1.94 4.11
C -6.13 -0.02 2.27
C -0.03 -0.04 9.35
C -0.53 -5.77 -7.57
C 5.58 -5.24 -2.80
C 5.92 -2.84 -1.45
C 3.60 6.16 2.30
C -4.18 -1.35 -3.09
C 1.31 4.33 -3.31
C 7.03 -3.64 -1.72
C 1.14 2.60 -1.65
C -1.06 -2.12 8.71
H 1.25 1.59 2.69
H -1.73 5.94 -2.69
H 3.15 4.39 -4.42
H 7.71 -5.47 -2.62
H -0.67 2.62 -6.06
H 2.08 -2.94 4.51
H -6.01 -0.08 4.42
H -5.95 0.11 0.14
H -0.66 -4.34 -3.99
H -1.71 -0.76 -0.48
H 6.74 5.23 1.40
H 0.58 2.10 -0.87
H 2.98 4.14 -0.36
H -0.40 4.04 -2.05
H 0.01 -4.50 6.45
H -7.17 -0.32 2.25
H 1.07 -1.19 5.94
H 1.80 5.54 1.31
H 2.69 -2.41 2.17
H -0.29 -3.64 4.15
H -3.42 9.51 -1.02
H 1.86 -2.54 -3.10
H 5.45 3.99 -0.31
H 0.22 -0.13 -2.98
H 0.88 5.18 -3.83
H -5.20 4.21 -4.86
H -1.84 -0.43 -2.34
H 2.28 -0.15 1.26
H -5.21 -0.98 -3.35
H -1.53 -2.75 7.96
H 2.84 1.29 -1.48
H 0.80 8.82 -0.77
H -3.57 0.78 0.20
H 0.59 -3.14 -5.75
H 0.67 -4.05 -8.05
H -0.75 -0.47 7.37
H 0.52 6.67 -1.98
H -2.42 1.04 2.38
H -3.64 0.61 4.49
H -1.24 -3.60 10.26
H -4.58 -2.45 -3.00
H 0.03 -1.84 0.13
H -1.96 1.47 -4.29
H -1.65 4.57 -7.23
H 3.80 -2.60 -1.65
H 0.65 1.07 5.03
H -0.16 -2.18 11.98
H -1.85 -8.19 5.32
H -3.70 7.35 -2.22
H -1.34 -5.07 2.42
H -1.73 -7.38 -6.81
H 1.01 -1.29 -4.55
H -1.82 -6.46 -4.51
H -4.22 2.27 -3.68
H 0.88 -3.19 -0.70
H -2.02 -4.05 0.05
H -2.13 -7.34 3.01
H 3.08 6.76 3.04
H -0.77 -6.77 7.03
H -3.84 -2.55 -0.98
H 8.02 -3.33 -1.40
H -3.92 5.36 -6.64
H -0.50 -6.16 -8.58
H 0.31 0.95 9.09
H 4.13 2.44 -3.25
H 6.06 -1.90 -0.91
H 5.55 6.61 3.08
H -1.17 10.23 -0.29
H 5.45 -6.18 -3.33
H 0.61 0.10 11.39
H 2.26 -0.63 -3.20
H 3.49 -4.74 -2.85
*
```

Mulliken atomic charge list, values in e, 5 entries:
1. S -0.283
2. P 0.211
3. O 0.119
4. O -0.339
5. O -0.168

Record 10
C4H6FNOS | the ωB97M-V functional and the def2-TZVPD basis

Summary:
- SMILES string: N[C@@]1(C(=O)S)C[C@@H]1F
- LUMO: 0.7688 eV
- Kohn-Sham gap: 10.190 eV

Geometry as ORCA input:
```
! wB97M-V def2-TZVPD RIJCOSX def2/J DEFGRID3
* xyz 0 1
S 2.55 -0.24 -0.68
F -0.78 -1.70 -1.34
O 1.13 -1.47 1.14
N 0.16 1.69 -0.32
C -1.10 -0.48 -0.77
C 1.15 -0.56 0.36
C -1.37 -0.28 0.67
C -0.06 0.30 0.02
H -0.67 2.16 -0.64
H 3.42 -0.96 0.05
H -1.13 -1.06 1.39
H -1.75 0.12 -1.44
H -2.10 0.36 1.02
H 0.55 2.12 0.54
*
```

Mulliken atomic charge list, values in e, 5 entries:
1. S -0.205
2. F -0.304
3. O -0.521
4. N -0.569
5. C -0.057

The evaluated max |F| for the records listed, in turn: 4.7, 1.6, 4.5, 4.8, 2.8, 7.3, 0.9, 8.2, 5.2, 2.5 eV/Å.